Version one
The following is a quantum chemistry calculation of an isolated molecule of C6H10O3, from the OMol25 dataset.

Each line ends with the Löwdin charge.
CARTESIAN COORDINATES (ANGSTROEM)
C: -1.86897 -0.14783 0.92277  -0.034
C: -0.88511 -0.48101 -0.18870  -0.364
O: -1.17049 0.13650 -1.39806  -0.016
C: 0.78835 -0.34290 0.20592  -0.515
C: 1.63054 -0.62741 -1.01930  -0.006
O: 1.11918 -1.12279 1.31404  0.013
C: 0.68465 1.06740 0.60777  -0.048
C: 0.61088 2.16972 -0.17351  -0.132
O: 0.02118 2.89370 -0.90587  0.116
H: -1.92082 0.92638 1.07947  0.080
H: -2.85908 -0.49494 0.64098  0.083
H: -1.56936 -0.63557 1.84638  0.084
H: -0.94347 -1.55801 -0.40042  0.139
H: -1.22313 1.09855 -1.26392  0.085
H: 1.24779 -0.07682 -1.87478  0.088
H: 2.65912 -0.31253 -0.82692  0.096
H: 1.60693 -1.69136 -1.26216  0.091
H: 1.26115 -2.03421 1.02851  0.109
H: 0.81064 1.23314 1.66781  0.132

The value obtained for the highest occupied orbital energy is -8.394 eV.



Version two
The following is a quantum chemistry calculation of C6H10O3 as an isolated structure, from the OMol25 dataset.

Each line ends with the Löwdin charge.
CARTESIAN COORDINATES (ANGSTROEM)
C: 2.50368 0.31249 -0.42866  -0.085
C: 1.51376 -0.20585 0.00600  0.113
C: 3.83426 0.77604 -0.41646  -0.113
C: -2.45180 1.21102 -0.91718  -0.047
C: -2.13388 -0.10929 -0.10759  -0.231
C: 0.12573 -0.71827 -0.05662  -0.476
O: -0.11560 -1.36564 -1.26222  0.047
O: 0.10985 -2.22669 1.01422  -0.189
O: -0.84372 -0.01081 0.42572  -0.004
H: 4.63560 0.15233 -0.85668  0.091
H: 4.07809 1.07855 0.61750  0.095
H: 3.79408 1.72550 -1.05843  0.107
H: -3.58914 1.26999 -1.15420  0.109
H: -2.06056 2.00139 -0.22809  0.083
H: -1.77400 1.12388 -1.75632  0.061
H: -2.30945 -1.05246 -0.76128  0.154
H: -2.78985 -0.23159 0.71330  0.101
H: 0.00045 -2.29022 -0.97338  0.119
H: -0.05510 -2.03021 1.99616  0.065

The value obtained for the highest occupied orbital energy is -9.659 eV.



version one has the most favorable energy; the next structure is 2.162 eV above.



Version one
The following is a quantum chemistry calculation of an isolated molecule of C4H7NO, from the OMol25 dataset.

Each line ends with the Löwdin charge.
CARTESIAN COORDINATES (ANGSTROEM)
C: -1.65810 -0.18937 1.12275  0.006
C: -0.41258 -0.23282 0.57297  -0.388
O: 0.52299 -0.42965 1.52385  0.027
C: -0.01343 -0.07800 -0.83909  -0.249
C: 1.18080 0.76603 -1.15784  -0.123
N: 1.20847 -0.66728 -1.38007  0.032
H: -2.55371 -0.41357 0.58280  0.044
H: -1.78607 0.51326 1.94636  0.072
H: -0.24633 -0.66776 2.15777  0.125
H: -0.86081 -0.04413 -1.52068  0.142
H: 1.74935 1.18242 -0.32843  0.111
H: 1.15233 1.38101 -2.05666  0.104
H: 1.71708 -1.12012 -0.62372  0.097

The value obtained for the highest occupied orbital energy is -8.546 eV.



Version two
The following is a quantum chemistry calculation of an isolated molecule of C4H7NO, from the OMol25 dataset.

Each line ends with the Löwdin charge.
CARTESIAN COORDINATES (ANGSTROEM)
C: -0.56236 1.50521 0.18076  -0.055
C: -0.56086 0.06932 -0.35029  -0.332
C: -1.57762 -0.92666 0.02684  -0.207
N: -1.98923 -2.00216 0.15600  0.156
C: 0.68552 -0.79298 -0.03112  -0.259
O: 1.87562 -0.07659 -0.23304  -0.042
H: -1.52038 1.99748 -0.01380  0.081
H: -0.33839 1.58736 1.24806  0.084
H: 0.20997 2.06198 -0.36195  0.081
H: -0.66091 0.13694 -1.43954  0.147
H: 0.56383 -1.68582 -0.66830  0.123
H: 0.62275 -1.17983 0.99313  0.128
H: 2.42738 -0.19140 0.54878  0.096

The value obtained for the highest occupied orbital energy is -10.838 eV.



Version three
The following is a quantum chemistry calculation of an isolated molecule of C4H7NO, from the OMol25 dataset.

Each line ends with the Löwdin charge.
CARTESIAN COORDINATES (ANGSTROEM)
H: 2.26690 0.93171 -0.38709  0.052
N: 2.59308 0.03485 -0.02849  0.127
C: 1.69660 -0.82958 0.21450  -0.189
C: 0.30455 -0.93496 -0.28915  -0.365
O: -0.33979 -1.90705 -0.54063  0.126
C: -0.29482 0.53683 0.00376  -0.186
C: -1.81135 0.46297 0.08105  -0.116
H: 2.03910 -1.78017 0.62214  0.111
H: 0.02720 1.13082 -0.85622  0.106
H: 0.10168 1.02826 0.89546  0.110
H: -2.22536 0.00221 -0.81380  0.075
H: -2.24102 1.46017 0.16128  0.070
H: -2.11678 -0.13607 0.93719  0.078

The value obtained for the highest occupied orbital energy is -9.507 eV.



Version four
The following is a quantum chemistry calculation of a 2-piece molecular cluster, C4H7NO overall, from the OMol25 dataset.

Each line ends with the Löwdin charge.
CARTESIAN COORDINATES (ANGSTROEM)
O: -2.61701 -0.61702 1.64182  -0.002
C: -1.46106 -0.55958 1.26079  -0.305
C: -0.93019 0.47137 0.40911  -0.085
N: 0.34460 0.43483 0.07626  -0.130
C: 1.38946 0.76809 -0.60366  -0.043
C: 1.54371 -0.38244 0.29590  -0.061
H: -0.72110 -1.33589 1.56257  0.117
H: -1.52304 1.30279 0.05459  0.120
H: -1.01242 -0.10777 -2.33587  0.043
H: 1.80537 1.66345 -1.02519  0.108
H: -0.30784 0.05393 -2.52524  0.031
H: 1.49187 -1.39784 -0.09540  0.103
H: 1.99766 -0.29392 1.28431  0.106

The value obtained for the highest occupied orbital energy (spin up / spin down) is -8.053 / -8.053 eV.



version two has the most favorable energy; the next structure is 0.544 eV above.



Version one
The following is a quantum chemistry calculation of an isolated molecule of C4H7NO, from the OMol25 dataset.

Each line ends with the Löwdin charge.
CARTESIAN COORDINATES (ANGSTROEM)
O: -2.83140 -0.43118 1.04777  0.049
C: -1.64235 -0.48635 0.85054  -0.242
C: -0.80753 0.72633 0.50302  -0.152
N: 0.38648 0.52630 -0.22668  -0.206
C: 0.78564 -0.18856 -1.36166  -0.104
C: 1.60825 -0.13251 -0.01307  -0.121
H: -1.07805 -1.43953 0.95259  0.126
H: -0.49220 1.20164 1.44253  0.138
H: -1.41370 1.45002 -0.04818  0.131
H: 1.18255 0.35269 -2.21654  0.086
H: 0.15327 -1.04399 -1.67725  0.108
H: 1.76190 -1.11662 0.43441  0.085
H: 2.38714 0.58176 0.31253  0.103

The value obtained for the highest occupied orbital energy is -8.709 eV.



Version two
The following is a quantum chemistry calculation of an isolated molecule of C4H7NO, from the OMol25 dataset.

Each line ends with the Löwdin charge.
CARTESIAN COORDINATES (ANGSTROEM)
C: 1.52272 0.50996 -0.19258  -0.107
C: 0.43320 0.42067 0.87841  -0.194
C: -0.89132 -0.04978 0.36078  -0.362
O: -1.83434 -0.32105 1.32897  0.032
C: -1.09579 -0.28133 -0.91263  -0.139
N: -1.15692 -0.76869 -2.05417  0.123
H: 2.43734 0.91578 0.24738  0.072
H: 1.77141 -0.46637 -0.62675  0.078
H: 1.22511 1.16617 -1.01727  0.078
H: 0.30711 1.38996 1.37477  0.118
H: 0.73042 -0.29605 1.65578  0.121
H: -2.67358 -0.50604 0.88621  0.108
H: -0.77535 -1.71324 -1.92888  0.070

The value obtained for the highest occupied orbital energy is -8.270 eV.



Version three
The following is a quantum chemistry calculation of an isolated molecule of C4H7NO, from the OMol25 dataset.

Each line ends with the Löwdin charge.
CARTESIAN COORDINATES (ANGSTROEM)
C: -1.75341 -0.31468 -0.06664  -0.145
N: -1.29985 1.00256 0.37860  0.034
C: -0.53331 0.28740 -0.63534  -0.279
C: 0.78871 -0.38605 -0.41338  -0.273
C: 1.88599 0.18933 0.36328  -0.103
O: 1.06661 -0.84875 0.89639  -0.043
H: -1.56883 -1.13596 0.62334  0.111
H: -2.69008 -0.33205 -0.61048  0.097
H: -0.98459 0.84042 1.32719  0.089
H: -0.63018 0.72478 -1.62729  0.138
H: 1.04653 -1.09384 -1.20668  0.147
H: 2.91439 -0.09741 0.14053  0.111
H: 1.75803 1.16425 0.83048  0.116

The value obtained for the highest occupied orbital energy is -9.620 eV.



Version four
The following is a quantum chemistry calculation of an isolated molecule of C4H7NO, from the OMol25 dataset.

Each line ends with the Löwdin charge.
CARTESIAN COORDINATES (ANGSTROEM)
C: -1.71291 0.46174 -0.23608  -0.016
N: -0.38241 -0.14513 -0.19219  -0.176
C: -0.24012 -1.48708 -0.10818  0.044
C: 2.03477 0.39654 0.21322  0.070
C: 0.66735 0.70285 -0.11441  -0.486
O: 0.73959 1.84186 0.45877  0.023
H: -1.82060 1.09029 0.65469  0.097
H: -1.83966 1.07996 -1.12720  0.097
H: -2.45973 -0.33338 -0.20699  0.088
H: -0.92277 -2.12783 -0.66395  0.069
H: 0.68954 -1.84524 0.31974  0.062
H: 2.24951 0.33178 1.27701  0.068
H: 2.87067 0.56083 -0.46156  0.059

The value obtained for the highest occupied orbital energy (spin up / spin down) is -7.570 / -7.111 eV.



version two has the most favorable energy; the next structure is 0.569 eV above.



Version one
The following is a quantum chemistry calculation of C4H7NO as an isolated structure, from the OMol25 dataset.

Each line ends with the Löwdin charge.
CARTESIAN COORDINATES (ANGSTROEM)
O: -1.54052 0.13449 -1.26493  0.032
C: -0.43759 0.03040 -0.43726  -0.601
C: 0.53493 1.13060 0.00745  -0.126
N: 0.94450 0.03427 0.94980  0.017
C: -0.52759 -0.34080 1.03561  -0.115
C: 0.68144 -0.98485 -0.76654  0.096
H: -1.21663 0.23314 -2.17103  0.107
H: 1.32251 1.43153 -0.68843  0.114
H: 0.12191 1.97486 0.56575  0.119
H: -0.73037 -1.38196 1.29661  0.113
H: -1.03866 0.34315 1.72646  0.116
H: 1.55529 -0.62058 0.18679  0.078
H: 0.33078 -1.98427 -0.44029  0.050

The value obtained for the highest occupied orbital energy is -8.593 eV.



Version two
The following is a quantum chemistry calculation of an isolated molecule of C4H7NO, from the OMol25 dataset.

Each line ends with the Löwdin charge.
CARTESIAN COORDINATES (ANGSTROEM)
C: 2.01520 -0.28719 0.24549  0.028
C: 0.56136 -0.19839 -0.02687  -0.428
N: -0.28467 0.70082 0.45801  0.075
C: -1.60827 0.58139 -0.14116  -0.230
C: -1.53692 -0.90523 -0.39083  -0.139
O: -0.07889 -1.08610 -0.67182  0.010
H: 2.18102 -0.63849 1.27112  0.097
H: 2.51259 0.68058 0.13018  0.090
H: 2.45505 -1.00796 -0.44520  0.094
H: -2.39632 0.86214 0.56691  0.107
H: -1.64424 1.29509 -0.99706  0.103
H: -2.03499 -1.21926 -1.30214  0.043
H: -0.14091 1.22259 1.30337  0.150

The value obtained for the highest occupied orbital energy is -6.283 eV.



version two has the most favorable energy; the next structure is 3.104 eV above.